# 1
DFT (ωB97M-V/def2-TZVPD) results for a cluster of 2 separate species, C10H16 in total.

As for the LUMO energy: 1.0 eV. As for the molar mass: 136.24 g mol⁻¹. The total energy comes out at -10629.3819 eV. Its frontier orbital gap is 10.0 eV. The calculation puts the relative energy (zero: lowest compared OMol25 entry of this formula, charge and spin) at 8.3 kcal/mol.

ORCA input file:
```
! RIJCOSX wB97M-V def2-TZVPD def2/J DEFGRID3
* xyz 0 1
C -1.556 -2.255 -0.884
C -1.572 -0.780 -0.576
C -1.192 0.106 -1.590
C -1.351 1.463 -1.425
C -1.652 1.971 -0.152
C -2.004 1.121 0.872
C -2.009 -0.252 0.628
H -1.146 -2.835 -0.053
H -0.888 -2.456 -1.716
H -2.558 -2.657 -1.051
H -0.767 -0.320 -2.492
H -1.204 2.202 -2.202
H -1.519 3.043 -0.060
H -2.218 1.420 1.889
H -2.359 -0.940 1.399
C 2.243 -0.938 -0.021
C 1.532 0.223 0.684
C 2.560 1.115 1.387
H 1.600 -1.482 -0.719
H 3.124 -0.605 -0.587
H 2.558 -1.687 0.706
H 0.951 0.834 0.002
H 0.886 -0.274 1.400
H 3.295 0.524 1.929
H 3.153 1.597 0.608
H 2.091 1.861 2.023
*
```


# 2
DFT (ωB97M-V/def2-TZVPD) results for an isolated molecule of C5H10O.

As for the LUMO energy: 1.0 eV. As for the molar mass: 86.13 g mol⁻¹. The total energy comes out at -7393.9963 eV. Its frontier orbital gap is 10.9 eV. The calculation puts the relative energy (zero: lowest compared OMol25 entry of this formula, charge and spin) at 17.7 kcal/mol.

ORCA input file:
```
! RIJCOSX wB97M-V def2-TZVPD def2/J DEFGRID3
* xyz 0 1
C 1.555 0.498 -0.406
C 0.417 -0.353 0.136
O 0.909 -1.572 0.662
C -0.790 -0.467 -0.834
C -1.593 0.490 0.074
C -0.504 0.340 1.159
H 1.213 1.500 -0.688
H 1.987 0.033 -1.303
H 2.347 0.597 0.344
H 1.436 -2.002 -0.024
H -0.619 -0.135 -1.863
H -1.189 -1.484 -0.841
H -2.599 0.161 0.352
H -1.665 1.503 -0.330
H -0.782 -0.369 1.943
H -0.125 1.258 1.620
*
```


# 3
DFT (ωB97M-V/def2-TZVPD) results for a cluster of 5 separate species, C19H48BN4O15S4 in total.

As for the LUMO energy: -3.7 eV. As for the molar mass: 711.69 g mol⁻¹. The total energy comes out at -101165.8480 eV. Its frontier orbital gap is 8.4 eV.

ORCA input file:
```
! RIJCOSX wB97M-V def2-TZVPD def2/J DEFGRID3
* xyz 1 1
C -0.569 0.496 4.240
N -0.356 1.827 3.652
C -1.475 2.767 3.899
C 0.052 1.823 2.334
O 0.388 2.853 1.758
C 0.119 0.507 1.566
N 0.800 0.650 0.248
C 1.120 -0.738 -0.278
C 0.281 -0.872 -1.555
B -1.168 -1.456 -1.281
O -1.259 -2.723 -0.722
O -2.284 -0.745 -1.570
N 0.166 0.566 -1.970
C 0.106 1.217 -0.745
N -0.618 2.336 -0.675
H 0.382 0.004 4.422
H -1.012 0.645 5.216
H -1.190 -0.173 3.641
H -2.261 2.280 4.461
H -1.127 3.600 4.500
H -1.848 3.165 2.963
H 0.716 -0.180 2.154
H -0.852 0.025 1.460
H 0.809 -1.561 0.359
H 2.190 -0.841 -0.418
H 0.878 -1.427 -2.272
H -1.437 -2.672 0.221
H -3.004 -1.050 -1.003
H 1.060 0.829 -2.392
H -1.583 2.297 -0.955
H -0.247 3.237 -0.430
O -0.058 1.135 7.946
S 0.067 2.303 8.768
O -0.487 3.545 8.329
O 1.597 2.510 9.133
C 2.555 2.528 8.053
C 2.576 3.857 7.324
C -0.503 1.952 10.393
H 2.359 1.700 7.370
H 3.520 2.342 8.521
H 1.651 4.021 6.773
H 3.405 3.881 6.616
H 2.688 4.679 8.029
H -0.037 1.033 10.737
H -1.583 1.833 10.338
H -0.248 2.787 11.040
O 0.233 2.566 -5.018
S -0.168 1.393 -5.738
O 0.750 0.305 -5.909
O -0.752 1.813 -7.143
C 0.052 2.672 -7.990
C 1.151 1.911 -8.703
C -1.665 0.769 -5.057
H 0.453 3.498 -7.402
H -0.642 3.094 -8.712
H 1.907 1.557 -8.003
H 1.638 2.556 -9.433
H 0.745 1.039 -9.215
H -2.377 1.585 -4.972
H -1.434 0.365 -4.075
H -2.044 -0.014 -5.709
O -4.228 -2.221 1.444
S -5.285 -2.987 2.050
O -6.378 -2.317 2.671
O -4.642 -4.016 3.070
C -3.735 -3.509 4.073
C -4.462 -2.856 5.232
C -5.896 -4.164 0.897
H -3.021 -2.823 3.613
H -3.177 -4.375 4.421
H -4.954 -1.935 4.922
H -3.757 -2.617 6.028
H -5.229 -3.521 5.625
H -5.058 -4.703 0.464
H -6.434 -3.614 0.127
H -6.570 -4.840 1.416
O 4.759 -2.005 -8.939
S 5.255 -2.632 -7.754
O 4.764 -3.913 -7.354
O 5.095 -1.615 -6.538
C 3.792 -1.032 -6.333
C 2.835 -1.982 -5.645
C 7.013 -2.668 -7.789
H 3.387 -0.683 -7.283
H 3.961 -0.154 -5.711
H 2.580 -2.821 -6.290
H 1.917 -1.458 -5.388
H 3.285 -2.393 -4.739
H 7.378 -1.676 -8.039
H 7.304 -3.384 -8.554
H 7.376 -2.986 -6.816
*
```